[1]
A 5-piece molecular cluster, C21H36Cl8IP overall at a distorted geometry. Source: the OMol25 dataset; level of theory: ωB97M-V/def2-TZVPD.

The calculation puts the HOMO-LUMO gap at 8.423 eV. As for the total energy: -5142.22918 Eh. The calculation puts the lowest unoccupied orbital energy at 0.4 eV.

ORCA input file:
```
! wB97M-V def2-TZVPD RIJCOSX def2/J DEFGRID3
* xyz 0 1
C -0.648 -0.530 2.878
C -0.215 -1.026 1.685
C -1.038 -2.060 0.981
P -0.699 -2.363 -0.815
I 1.428 -3.810 -0.183
C 0.294 -1.303 -1.945
C 1.386 -0.427 -1.312
C 0.921 0.983 -0.935
C 2.112 1.941 -0.694
C 2.365 2.247 0.782
C 3.169 1.170 1.532
C -2.345 -1.542 -1.345
C -2.523 -0.088 -0.885
C -3.752 0.225 -0.045
C -4.515 -0.723 0.627
C -5.604 -0.359 1.413
C -5.946 0.976 1.548
C -5.202 1.931 0.868
C -4.119 1.565 0.088
H -1.587 0.006 2.990
H -0.039 -0.631 3.773
H 0.723 -0.658 1.281
H -0.827 -2.995 1.499
H -2.097 -1.840 1.150
H -1.214 -3.541 -1.354
H -0.346 -0.664 -2.550
H 0.779 -1.993 -2.637
H 2.172 -0.297 -2.060
H 1.871 -0.893 -0.457
H 0.287 1.397 -1.722
H 0.360 0.987 0.003
H 1.929 2.875 -1.230
H 3.034 1.522 -1.110
H 2.964 3.160 0.814
H 1.451 2.479 1.325
H 4.223 1.429 1.614
H 3.101 0.182 1.078
H 2.802 1.087 2.556
H -3.184 -2.184 -1.080
H -2.314 -1.553 -2.439
H -2.630 0.532 -1.777
H -1.662 0.283 -0.326
H -4.255 -1.770 0.555
H -6.144 -1.141 1.928
H -6.781 1.240 2.182
H -5.474 2.974 0.970
H -3.551 2.344 -0.408
C 7.000 -1.610 1.084
Cl 6.982 -1.881 2.831
Cl 5.407 -1.839 0.358
H 7.321 -0.592 0.898
H 7.689 -2.315 0.633
C 3.783 3.403 -3.652
Cl 2.628 4.676 -4.064
Cl 4.793 3.844 -2.271
H 3.230 2.504 -3.403
H 4.426 3.232 -4.507
C -1.983 -6.539 0.682
Cl -2.935 -5.044 0.575
Cl -0.774 -6.470 1.960
H -2.662 -7.357 0.887
H -1.476 -6.688 -0.264
C -0.555 4.651 -0.091
Cl 0.558 5.058 1.218
Cl 0.132 5.024 -1.675
H -0.753 3.585 -0.048
H -1.471 5.214 0.038
*
```

[2]
C20H25Cl2N5O6RhSSi as an isolated structure at a distorted geometry. Source: the OMol25 dataset; level of theory: ωB97M-V/def2-TZVPD.

Its energy relative to the best compared isomer or geometry (same formula, charge and spin) is 15.4 kcal per mole. The calculation puts the HOMO-LUMO gap at 8.103 eV. As for the total energy: -3221.12838 Eh. The calculation puts the lowest unoccupied orbital energy at 2.6 eV.

ORCA input file:
```
! wB97M-V def2-TZVPD RIJCOSX def2/J DEFGRID3
* xyz -1 1
Rh 0.120 0.100 -0.178
N 4.434 -5.335 3.340
C 3.642 -4.182 3.331
C 3.490 -3.442 2.157
C 2.666 -2.335 2.134
C 1.979 -1.957 3.279
C 2.105 -2.695 4.445
C 2.943 -3.797 4.474
S 0.938 -0.531 3.241
O 1.763 0.640 3.104
O 0.068 -0.607 4.379
N 0.154 -0.680 1.840
C -0.601 -1.807 1.593
N -0.892 -2.760 2.484
C -1.710 -3.713 2.056
C -2.239 -3.764 0.774
C -1.806 -2.777 -0.095
N -0.979 -1.834 0.312
H 5.116 -5.391 2.602
H 4.806 -5.597 4.237
H 4.019 -3.745 1.259
H 2.547 -1.759 1.226
H 1.530 -2.401 5.314
H 3.051 -4.377 5.384
H -1.949 -4.485 2.782
H -2.927 -4.538 0.466
H -2.099 -2.749 -1.139
Cl 1.920 -0.632 -4.818
C 0.449 -1.290 -4.044
Cl -0.996 -0.877 -4.985
C 0.390 -0.774 -2.604
O 0.962 -1.473 -1.759
O -0.196 0.308 -2.349
H 0.550 -2.366 -4.038
O -2.768 0.590 -0.010
C -2.215 1.672 0.026
C -2.941 3.004 0.106
C -1.816 4.030 0.139
C -0.533 3.208 0.060
O 0.574 3.700 0.054
N -0.852 1.869 -0.011
H -3.567 3.007 0.998
H -3.591 3.099 -0.763
H -1.786 4.618 1.056
H -1.832 4.722 -0.702
C 4.634 1.713 -1.248
Si 3.680 0.441 -0.261
C 4.492 0.258 1.419
C 3.805 -1.166 -1.217
C 1.933 1.117 -0.117
H 5.693 1.437 -1.317
H 4.568 2.707 -0.797
H 4.232 1.778 -2.264
H 5.302 0.985 1.534
H 4.914 -0.740 1.566
H 3.768 0.431 2.215
H 4.759 -1.671 -1.022
H 3.735 -0.972 -2.291
H 2.991 -1.846 -0.972
H 1.687 1.744 -0.975
H 1.770 1.657 0.813
*
```

[3]
C40H62N4O2SW as an isolated structure at a distorted geometry. Source: the OMol25 dataset; level of theory: ωB97M-V/def2-TZVPD.

The calculation puts the HOMO-LUMO gap at 5.408 eV. As for the total energy: -2394.74520 Eh. The calculation puts the lowest unoccupied orbital energy at -13.1 eV.

ORCA input file:
```
! wB97M-V def2-TZVPD RIJCOSX def2/J DEFGRID3
* xyz 4 1
W -0.619 -0.087 -0.538
C 1.423 -2.206 0.185
N 0.913 -1.590 -1.072
C 0.429 -2.693 -1.955
C 2.013 -0.859 -1.779
C 2.290 0.494 -1.152
N 1.019 1.281 -1.035
C 1.171 2.388 -0.046
C 1.261 2.092 1.427
C 2.146 2.868 2.188
C 2.164 2.852 3.548
C 1.011 2.136 4.271
C 0.215 1.129 3.411
C 0.416 1.153 2.055
O -0.262 0.353 1.168
C -0.682 0.075 4.062
C -0.295 -1.329 3.523
C -0.556 0.018 5.582
C -2.166 0.364 3.732
C 3.395 3.351 4.265
C 4.142 2.041 4.663
C 3.143 4.180 5.530
C 4.314 4.164 3.340
C 0.638 1.946 -2.353
C -0.854 2.173 -2.377
C -1.499 3.360 -2.563
C -2.913 3.414 -2.513
C -3.622 2.265 -2.119
C -3.019 1.037 -1.927
C -1.618 0.998 -2.143
O -0.942 -0.211 -2.336
C -3.763 -0.232 -1.499
C -3.784 -1.267 -2.643
C -3.095 -0.822 -0.225
C -5.209 0.078 -1.102
C -3.672 4.678 -2.856
C -2.741 5.852 -3.167
C -4.606 5.067 -1.694
C -4.522 4.373 -4.113
H 2.233 -2.901 -0.043
H 0.626 -2.764 0.667
H 1.800 -1.447 0.867
H 1.249 -3.378 -2.176
H 0.052 -2.288 -2.886
H -0.359 -3.244 -1.451
H 1.714 -0.746 -2.818
H 2.925 -1.458 -1.769
H 3.030 1.033 -1.748
H 2.700 0.374 -0.148
H 0.288 3.033 -0.144
H 2.042 2.981 -0.333
H 2.894 3.449 1.662
H 1.448 1.559 5.079
H 0.788 -1.484 3.528
H -0.676 -1.508 2.529
H -0.736 -2.077 4.182
H 0.464 -0.206 5.909
H -1.184 -0.793 5.950
H -0.918 0.931 6.051
H -2.320 0.517 2.670
H -2.522 1.253 4.255
H -2.768 -0.486 4.058
H 3.592 1.447 5.399
H 5.094 2.326 5.113
H 4.356 1.418 3.791
H 2.747 3.584 6.348
H 2.492 5.036 5.332
H 4.097 4.577 5.876
H 4.706 3.573 2.509
H 5.175 4.501 3.914
H 3.813 5.056 2.949
H 0.917 1.277 -3.163
H 1.200 2.872 -2.474
H -0.929 4.260 -2.762
H -4.692 2.350 -1.991
H -2.797 -1.503 -3.026
H -4.383 -0.894 -3.475
H -4.251 -2.191 -2.293
H -2.077 -1.342 -0.365
H -3.678 -1.680 0.109
H -3.114 -0.092 0.581
H -5.781 0.426 -1.964
H -5.269 0.831 -0.311
H -5.698 -0.831 -0.745
H -2.125 6.127 -2.304
H -3.343 6.722 -3.425
H -2.093 5.645 -4.022
H -4.052 5.171 -0.755
H -5.415 4.350 -1.548
H -5.067 6.029 -1.921
H -3.889 4.122 -4.967
H -5.099 5.263 -4.368
H -5.225 3.554 -3.946
C -1.148 6.807 6.791
C -0.743 5.488 6.259
C -0.100 4.509 6.989
C 0.346 3.354 6.394
N 0.150 3.148 5.026
C -0.730 4.001 4.335
S -1.495 3.706 2.913
N -1.022 5.185 4.981
C 0.958 2.351 7.323
H -1.272 6.772 7.871
H -2.066 7.173 6.328
H -0.360 7.540 6.580
H 0.078 4.659 8.045
H -1.591 5.822 4.436
H 1.568 2.861 8.067
H 1.547 1.560 6.880
H 0.139 1.887 7.881
*
```